1.
The following is a DFT calculation (ωB97M-V with the def2-TZVPD basis set) of C59H114BF9HgN6O17PS as an isolated structure.

```
209
Properties=species:S:1:pos:R:3:lowdin_spin:R:1
Hg -2.196 0.829 0.390 0.0000
O -5.541 0.110 3.852 0.0001
C -4.534 -0.550 4.061 0.0001
O -4.281 -1.496 5.048 0.0000
B -2.897 -2.032 5.045 0.0000
O -2.372 -1.362 3.802 0.0001
C -3.176 -0.469 3.286 0.0000
O -2.990 0.247 2.302 0.0000
O -2.724 -3.456 4.882 0.0001
C -1.959 -3.883 5.867 0.0000
O -1.555 -5.041 6.037 0.0000
C -1.491 -2.709 6.632 0.0000
O -2.142 -1.705 6.217 0.0000
O -0.598 -2.670 7.416 0.0000
P 0.371 -0.447 0.622 0.0000
F -0.485 0.443 1.654 0.0000
F 1.748 0.477 0.841 0.0000
F 0.781 -1.371 1.895 0.0000
F 1.132 -1.464 -0.362 0.0000
F -1.008 -1.283 0.319 0.0003
F -0.013 0.637 -0.519 0.0000
C -2.816 5.251 -1.269 0.0000
F -2.334 6.493 -1.548 0.0000
F -3.497 5.239 -0.132 0.0000
F -3.604 4.769 -2.184 0.0000
S -1.256 4.136 -0.963 0.0000
O -1.813 2.847 -0.423 0.0000
O -0.590 3.942 -2.197 0.0000
O -0.298 4.818 0.011 0.0000
C -6.116 -5.526 0.592 0.0532
C -5.055 -4.393 0.864 0.0549
C -4.131 -4.775 2.059 -0.0003
C -2.959 -5.757 1.635 0.0003
C -2.179 -5.073 0.470 0.0053
C -3.084 -4.679 -0.738 0.0497
N -4.321 -4.012 -0.348 0.6098
O -5.044 -3.450 -1.433 0.1076
C -2.131 -3.827 -1.572 0.0134
C -3.284 -6.013 -1.470 0.0457
C -5.789 -3.007 1.328 0.0330
H -6.885 -5.449 1.362 0.0041
H -5.623 -6.473 0.810 0.0021
H -6.700 -5.545 -0.328 0.0013
H -3.815 -3.896 2.621 0.0005
H -4.765 -5.255 2.805 -0.0004
H -3.388 -6.696 1.285 0.0003
H -2.304 -6.056 2.453 0.0002
H -1.408 -5.773 0.146 -0.0004
H -1.663 -4.192 0.850 0.0007
H -2.036 -2.818 -1.171 -0.0003
H -1.122 -4.231 -1.649 0.0008
H -2.485 -3.541 -2.563 0.0000
H -3.809 -6.785 -0.908 0.0005
H -4.018 -5.924 -2.271 0.0008
H -2.384 -6.400 -1.946 0.0040
H -6.629 -2.841 0.653 -0.0001
H -5.052 -2.206 1.391 -0.0003
H -6.263 -3.140 2.300 0.0030
H -4.906 -4.136 -2.091 0.0088
C 3.690 -3.478 -0.289 0.0000
C 3.616 -3.868 -1.827 0.0000
C 3.949 -2.576 -2.609 0.0000
C 4.454 -2.905 -4.148 0.0000
C 5.595 -3.872 -4.118 0.0000
C 5.207 -5.240 -3.392 0.0000
N 4.614 -4.973 -2.057 0.0000
O 4.252 -6.128 -1.446 0.0000
C 4.261 -6.039 -4.365 0.0000
C 6.450 -6.049 -3.310 0.0000
C 2.149 -4.174 -2.066 0.0000
H 3.083 -2.626 0.017 0.0000
H 4.679 -3.272 0.121 0.0000
H 3.356 -4.274 0.377 0.0000
H 3.085 -1.931 -2.768 0.0000
H 4.670 -1.871 -2.195 0.0000
H 4.792 -1.915 -4.454 0.0000
H 3.664 -3.274 -4.801 0.0000
H 6.359 -3.380 -3.516 0.0000
H 6.095 -3.990 -5.080 0.0000
H 4.714 -6.190 -5.345 0.0000
H 3.949 -6.981 -3.914 0.0000
H 3.346 -5.458 -4.484 0.0000
H 6.985 -6.177 -4.251 0.0000
H 7.076 -5.392 -2.706 0.0000
H 6.423 -7.020 -2.816 0.0000
H 1.487 -3.384 -1.712 0.0000
H 1.837 -5.133 -1.651 0.0000
H 1.971 -4.355 -3.126 0.0000
H 3.550 -6.513 -1.976 0.0000
C 5.480 1.003 4.597 0.0000
C 4.882 1.840 3.372 0.0000
C 5.673 3.232 3.157 0.0000
C 6.914 3.114 2.266 0.0000
C 6.528 2.390 0.920 0.0000
C 5.818 1.027 1.105 0.0000
N 4.739 1.148 2.046 0.0000
O 4.027 0.003 2.078 0.0000
C 5.316 0.734 -0.305 0.0000
C 6.852 -0.060 1.563 0.0000
C 3.497 2.323 3.695 0.0000
H 5.829 1.629 5.418 0.0000
H 6.361 0.476 4.229 0.0000
H 4.776 0.264 4.977 0.0000
H 5.029 3.996 2.722 0.0000
H 5.957 3.577 4.152 0.0000
H 7.698 2.596 2.819 0.0000
H 7.345 4.095 2.070 0.0000
H 7.464 2.216 0.389 0.0000
H 6.089 3.047 0.169 0.0000
H 4.942 -0.286 -0.389 0.0000
H 4.458 1.382 -0.481 0.0000
H 6.028 0.951 -1.101 0.0000
H 7.433 0.415 2.355 0.0000
H 6.325 -0.956 1.890 0.0000
H 7.579 -0.292 0.785 0.0000
H 3.108 2.981 2.919 0.0000
H 3.501 2.870 4.638 0.0000
H 2.841 1.473 3.879 0.0000
H 3.248 0.286 1.594 0.0000
C -4.314 -0.690 -3.650 0.0001
C -3.772 0.585 -2.860 0.0000
C -4.256 1.779 -3.634 0.0000
C -5.677 2.204 -3.405 0.0000
C -6.002 2.306 -1.864 0.0000
C -5.545 1.078 -1.059 0.0000
N -4.207 0.564 -1.414 0.0000
O -3.808 -0.594 -0.744 0.0007
C -5.398 1.461 0.452 0.0000
C -6.633 -0.064 -1.158 0.0000
C -2.323 0.653 -2.966 0.0000
H -3.906 -0.551 -4.652 0.0000
H -5.394 -0.546 -3.663 0.0000
H -3.953 -1.654 -3.292 0.0000
H -3.636 2.676 -3.625 0.0000
H -4.329 1.630 -4.711 0.0000
H -6.289 1.438 -3.882 0.0000
H -6.072 3.072 -3.933 0.0000
H -7.073 2.495 -1.793 0.0000
H -5.575 3.284 -1.642 0.0000
H -6.204 2.124 0.768 0.0000
H -5.429 0.617 1.141 0.0000
H -4.507 2.073 0.595 0.0000
H -6.302 -1.002 -0.714 -0.0001
H -7.581 0.258 -0.724 0.0000
H -6.898 -0.303 -2.187 0.0000
H -1.912 1.237 -2.143 0.0000
H -1.928 1.098 -3.879 0.0000
H -1.889 -0.336 -2.815 0.0000
H -4.344 -1.323 -1.066 0.0000
C -4.331 3.737 2.734 0.0000
C -3.062 4.279 3.553 0.0000
C -3.507 4.354 4.993 0.0000
C -2.442 4.446 6.128 0.0000
C -1.580 3.153 6.034 0.0000
C -0.962 3.128 4.572 0.0000
N -2.055 3.208 3.551 0.0000
O -1.583 2.972 2.210 0.0000
C 0.152 4.226 4.471 0.0000
C -0.351 1.741 4.390 0.0000
C -2.661 5.640 3.051 0.0000
H -5.295 4.059 3.127 0.0000
H -4.337 2.647 2.740 0.0000
H -4.453 4.155 1.734 0.0000
H -4.333 5.062 5.068 0.0000
H -4.094 3.460 5.201 0.0000
H -2.890 4.563 7.115 0.0000
H -1.755 5.286 6.029 0.0000
H -2.266 2.311 6.134 0.0000
H -0.757 3.028 6.738 0.0000
H 0.949 3.829 5.099 0.0000
H 0.649 4.352 3.509 0.0000
H -0.187 5.189 4.852 0.0000
H 0.221 1.401 5.252 0.0000
H -1.178 1.032 4.352 0.0000
H 0.184 1.711 3.441 0.0000
H -2.088 5.664 2.124 0.0000
H -1.900 6.037 3.723 0.0000
H -3.469 6.360 2.922 0.0000
H -0.788 3.510 2.188 0.0000
C 0.960 1.491 -5.646 0.0000
C 1.923 1.787 -4.380 0.0000
C 3.289 0.995 -4.705 0.0000
C 4.358 1.363 -3.655 0.0000
C 4.604 2.830 -3.509 0.0000
C 3.375 3.649 -3.302 0.0000
N 2.317 3.245 -4.227 0.0000
O 1.168 4.077 -4.156 0.0000
C 2.884 3.576 -1.855 0.0000
C 3.770 5.145 -3.556 0.0000
C 1.136 1.145 -3.239 0.0000
H 1.383 1.907 -6.560 0.0000
H -0.033 1.919 -5.505 0.0000
H 0.830 0.471 -6.007 0.0000
H 3.162 -0.079 -4.569 0.0000
H 3.696 1.163 -5.702 0.0000
H 5.237 0.853 -4.048 0.0000
H 4.219 0.908 -2.674 0.0000
H 5.049 3.235 -4.418 0.0000
H 5.200 2.837 -2.596 0.0000
H 1.943 4.108 -1.714 0.0000
H 2.646 2.547 -1.587 0.0000
H 3.507 4.019 -1.079 0.0000
H 4.746 5.312 -3.099 0.0000
H 3.930 5.265 -4.627 0.0000
H 2.983 5.833 -3.247 0.0000
H 0.609 0.226 -3.494 0.0000
H 0.354 1.846 -2.945 0.0000
H 1.761 0.748 -2.440 0.0000
H 0.706 4.009 -3.318 0.0000
```

## Properties
- LUMO (alpha / beta): -0.0491 / -0.1926 Eh
- Spin multiplicity: 2
- Highest occupied orbital energy (alpha / beta): -7.2700 / -7.2700 eV
- HOMO-LUMO gap (alpha / beta): 5.935 / 2.030 eV
- Expectation value of S²: 0.755


2.
The following is a DFT calculation (ωB97M-V with the def2-TZVPD basis set) of a 6-piece molecular cluster, C59H126F3N5O2 overall.

```
195
Properties=species:S:1:pos:R:3:lowdin_charge:R:1
C -2.357 -4.970 3.782 -0.1012
C -1.920 -5.550 2.430 -0.2104
C -1.302 -4.468 1.512 -0.1993
C -0.268 -3.581 2.141 -0.1074
N 0.441 -2.639 1.124 -0.1687
C 1.377 -1.615 1.858 -0.0447
C 2.689 -1.810 1.115 -0.1626
C 2.762 -3.298 0.890 -0.1335
C 1.402 -3.465 0.276 -0.1212
C -0.535 -1.896 0.254 -0.1050
C -1.550 -1.055 1.063 -0.2024
C -2.523 -0.183 0.274 -0.0732
H -3.194 -4.278 3.659 0.0677
H -1.584 -4.404 4.310 0.0605
H -2.625 -5.757 4.485 0.0852
H -2.783 -5.965 1.913 0.1166
H -1.208 -6.347 2.649 0.1151
H -2.171 -3.878 1.201 0.1096
H -0.908 -4.908 0.594 0.1073
H 0.500 -4.261 2.515 0.1447
H -0.653 -2.903 2.898 0.1143
H 1.036 -0.604 1.644 0.1169
H 1.346 -1.811 2.926 0.1359
H 2.678 -1.203 0.208 0.1087
H 3.549 -1.541 1.733 0.1301
H 3.589 -3.684 0.298 0.1180
H 2.737 -3.828 1.846 0.1296
H 1.390 -3.089 -0.750 0.1131
H 1.056 -4.496 0.187 0.1270
H -1.061 -2.537 -0.452 0.1317
H 0.184 -1.297 -0.317 0.1162
H -1.054 -0.400 1.784 0.0911
H -2.192 -1.721 1.650 0.0871
H -3.043 -0.669 -0.554 0.0776
H -1.926 0.646 -0.109 0.0513
H -3.356 0.245 0.834 0.0718
C 0.300 -9.087 -6.876 -0.0987
C 1.343 -8.659 -5.848 -0.2442
C 1.367 -7.149 -5.540 -0.1833
C -0.014 -6.685 -5.087 -0.0701
N 0.020 -5.198 -4.560 -0.1770
C 0.752 -4.273 -5.567 -0.0649
C 2.069 -3.850 -4.915 -0.1227
C 1.801 -3.951 -3.428 -0.1560
C 0.855 -5.147 -3.288 -0.0955
C -1.423 -4.733 -4.365 -0.1257
C -1.615 -3.269 -3.975 -0.2376
C -3.005 -2.994 -3.417 -0.0709
H -0.729 -8.920 -6.565 0.0714
H 0.498 -10.129 -7.132 0.0860
H 0.468 -8.647 -7.864 0.0844
H 2.332 -8.968 -6.185 0.1184
H 1.134 -9.204 -4.924 0.1138
H 1.735 -6.685 -6.455 0.1196
H 2.147 -7.042 -4.786 0.1100
H -0.474 -7.122 -4.199 0.1420
H -0.818 -6.670 -5.820 0.1302
H 0.227 -3.360 -5.842 0.1230
H 0.882 -4.773 -6.523 0.1280
H 2.436 -2.861 -5.183 0.1210
H 2.867 -4.531 -5.219 0.1201
H 1.302 -3.089 -2.975 0.0910
H 2.580 -4.168 -2.692 0.1178
H 0.099 -5.069 -2.508 0.1240
H 1.437 -6.061 -3.227 0.1198
H -2.009 -5.333 -3.664 0.1346
H -1.970 -4.883 -5.298 0.1441
H -1.285 -2.664 -4.818 0.1020
H -0.911 -3.045 -3.165 0.0858
H -3.291 -3.730 -2.667 0.0812
H -3.777 -2.861 -4.174 0.0913
H -2.953 -2.003 -2.965 0.0541
C 3.984 3.855 -0.491 -0.0927
C 5.014 2.914 0.207 -0.2287
C 5.892 2.187 -0.798 -0.1699
C 5.084 1.303 -1.793 -0.1135
N 5.868 0.345 -2.675 -0.1862
C 4.860 -0.340 -3.586 -0.1021
C 4.947 0.477 -4.870 -0.1482
C 6.385 0.872 -4.999 -0.1388
C 6.894 1.061 -3.577 -0.0515
C 6.572 -0.702 -1.802 -0.1221
C 5.710 -1.360 -0.751 -0.2422
C 6.522 -2.378 0.082 -0.0627
H 4.545 4.648 -0.984 0.0853
H 3.315 4.243 0.275 0.0729
H 3.404 3.314 -1.238 0.0392
H 4.389 2.258 0.821 0.0983
H 5.633 3.449 0.926 0.1159
H 6.579 1.512 -0.279 0.1068
H 6.527 2.913 -1.308 0.1177
H 4.504 2.013 -2.379 0.1287
H 4.379 0.662 -1.268 0.1034
H 5.116 -1.389 -3.737 0.1342
H 3.866 -0.318 -3.132 0.0914
H 4.618 -0.114 -5.723 0.1268
H 4.362 1.391 -4.762 0.1236
H 7.028 0.063 -5.349 0.1286
H 6.462 1.787 -5.582 0.1311
H 7.819 0.534 -3.356 0.1297
H 6.950 2.088 -3.224 0.1252
H 7.334 -0.109 -1.293 0.1294
H 7.081 -1.456 -2.400 0.1455
H 4.833 -1.793 -1.242 0.1061
H 5.347 -0.686 0.026 0.0969
H 5.888 -3.114 0.577 0.0612
H 7.001 -1.795 0.866 0.0888
H 7.208 -2.957 -0.534 0.0852
C -1.171 6.750 3.922 -0.0819
C -0.710 6.503 2.461 -0.2346
C -1.883 6.143 1.544 -0.1654
C -1.633 6.669 0.123 -0.1025
N -2.774 6.388 -0.854 -0.2111
C -2.884 4.923 -1.295 -0.0754
C -1.785 4.673 -2.330 -0.1330
C -1.428 6.038 -2.942 -0.1262
C -2.363 7.050 -2.230 -0.0481
C -4.071 6.980 -0.362 -0.1288
C -3.990 8.491 -0.134 -0.2301
C -5.374 9.143 -0.169 -0.0684
H -1.559 5.810 4.320 0.0474
H -1.929 7.529 3.948 0.0811
H -0.348 6.947 4.609 0.0812
H -0.047 5.636 2.448 0.0768
H -0.104 7.368 2.187 0.1169
H -2.837 6.579 1.841 0.1049
H -1.973 5.056 1.516 0.0976
H -0.710 6.338 -0.358 0.1373
H -1.542 7.751 0.021 0.1253
H -3.884 4.890 -1.726 0.1349
H -2.823 4.199 -0.486 0.1139
H -2.200 4.028 -3.102 0.1198
H -0.894 4.207 -1.914 0.0905
H -1.490 6.051 -4.028 0.1253
H -0.400 6.338 -2.740 0.1112
H -3.313 7.118 -2.753 0.1407
H -1.783 7.946 -2.043 0.1277
H -4.426 6.366 0.462 0.1377
H -4.725 6.802 -1.220 0.1296
H -3.310 9.001 -0.815 0.1101
H -3.543 8.665 0.849 0.1117
H -5.295 10.164 0.203 0.0879
H -6.052 8.610 0.496 0.0864
H -5.687 9.207 -1.210 0.0868
C -1.042 2.979 3.848 -0.1059
C -0.408 2.145 4.980 -0.2033
C -1.260 0.892 5.340 -0.1909
C -2.455 1.236 6.188 -0.1029
N -3.187 -0.028 6.634 -0.2028
C -2.343 -0.903 7.558 -0.0991
C -3.217 -1.545 8.647 -0.1286
C -4.573 -0.882 8.512 -0.1437
C -4.315 0.325 7.627 -0.0735
C -3.639 -0.864 5.440 -0.1157
C -4.479 -0.159 4.398 -0.2216
C -5.230 -1.120 3.472 -0.0759
H -1.940 3.499 4.178 0.0710
H -1.381 2.420 2.971 0.0530
H -0.252 3.609 3.440 0.0615
H -0.318 2.770 5.868 0.1164
H 0.586 1.849 4.649 0.1087
H -0.561 0.199 5.821 0.1159
H -1.407 0.320 4.419 0.0984
H -3.187 1.942 5.801 0.1414
H -2.120 1.660 7.136 0.1384
H -1.785 -1.654 7.001 0.1272
H -1.585 -0.304 8.063 0.1376
H -3.290 -2.628 8.593 0.1238
H -2.738 -1.310 9.597 0.1272
H -5.261 -1.649 8.148 0.1217
H -5.110 -0.530 9.393 0.1357
H -5.181 0.708 7.091 0.1343
H -3.900 1.145 8.212 0.1415
H -4.224 -1.632 5.957 0.1398
H -2.762 -1.428 5.124 0.1201
H -3.961 0.555 3.754 0.1057
H -5.243 0.416 4.927 0.1141
H -5.887 -0.459 2.907 0.0871
H -5.900 -1.782 4.022 0.0877
H -4.562 -1.722 2.858 0.0625
C 0.815 0.841 -2.427 -0.4554
O 0.253 1.278 -1.173 -0.1302
O 1.874 0.002 -2.174 -0.2194
C -0.385 0.357 -3.292 -0.5546
F -0.060 -0.254 -4.445 0.1429
F -1.149 -0.499 -2.603 0.1242
F -1.058 1.488 -3.563 0.1329
C 0.918 2.389 -0.583 -0.2508
C -0.083 2.830 0.498 -0.0695
H -0.053 2.043 1.258 0.0528
H 0.165 3.764 1.009 0.0629
H -1.138 2.864 0.230 0.0583
H 1.093 3.276 -1.201 0.1042
H 1.890 2.122 -0.166 0.0998
H 1.152 1.726 -2.984 0.1405
```

## Properties
- Total charge: +4
- LUMO: -0.2556 Eh
- Highest occupied orbital energy: -14.8599 eV
- HOMO-LUMO gap: 7.904 eV